1.
C26H24IrN7O4 | the ωB97M-V functional and the def2-TZVPD basis

Each line ends with the natural charge from an NBO analysis.
Element x y z (Å)
Ir -0.309 -0.735 -0.472  1.29
O 3.729 -0.897 -1.111  -0.55
C 2.598 -1.209 -0.815  0.62
N 1.470 -0.752 -1.429  -0.62
C 1.681 -0.005 -2.649  -0.30
C 0.634 1.026 -2.766  0.24
C 0.729 2.095 -3.642  -0.23
C -0.304 3.012 -3.700  -0.10
C -1.416 2.828 -2.884  -0.24
C -1.438 1.753 -2.028  0.07
N -0.426 0.870 -1.968  -0.45
C 2.295 -2.204 0.244  0.10
C 3.306 -2.968 0.790  -0.18
C 2.975 -3.930 1.729  -0.11
C 1.642 -4.091 2.071  -0.22
C 0.690 -3.280 1.481  0.05
N 1.010 -2.341 0.580  -0.44
H 1.629 -0.673 -3.516  0.24
H 2.680 0.431 -2.666  0.26
H 1.611 2.201 -4.259  0.25
H -0.248 3.858 -4.372  0.25
H -2.252 3.512 -2.910  0.25
H -2.278 1.567 -1.374  0.23
H 4.318 -2.785 0.457  0.27
H 3.743 -4.542 2.184  0.25
H 1.329 -4.836 2.789  0.25
H -0.349 -3.397 1.734  0.20
O 4.014 5.527 0.733  -0.64
C 3.103 5.253 1.678  0.75
O 2.914 6.002 2.588  -0.52
C 2.307 3.973 1.555  -0.05
C 1.519 3.626 2.650  -0.17
C 0.715 2.509 2.622  -0.22
C 0.684 1.699 1.485  0.16
C 1.475 2.041 0.398  -0.23
C 2.276 3.172 0.424  -0.19
N -0.146 0.539 1.371  -0.39
C -0.872 0.132 2.335  0.13
C -1.745 -1.013 2.186  0.13
C -2.586 -1.423 3.205  -0.18
C -3.380 -2.545 3.008  -0.12
C -3.297 -3.216 1.797  -0.22
C -2.432 -2.736 0.826  0.07
N -1.676 -1.662 1.021  -0.45
H 4.128 4.828 0.080  0.48
H 1.544 4.271 3.518  0.27
H 0.108 2.293 3.491  0.22
H 1.456 1.410 -0.477  0.22
H 2.841 3.415 -0.467  0.22
H -0.883 0.627 3.300  0.22
H -2.615 -0.877 4.139  0.25
H -4.044 -2.891 3.788  0.26
H -3.892 -4.097 1.601  0.26
H -2.328 -3.243 -0.126  0.23
N -2.741 -2.176 -3.096  -0.81
C -3.238 -1.304 -2.198  0.80
N -4.562 -1.076 -2.209  -0.80
O -2.509 -0.728 -1.353  -0.77
H -3.319 -2.615 -3.793  0.42
H -1.750 -2.334 -3.133  0.41
H -5.175 -1.449 -2.912  0.42
H -4.944 -0.439 -1.532  0.42

**Total charge**: +2
**Total energy**: -48798.11986 eV
**Frontier orbital gap (spin up / spin down)**: 0.2530 / 0.2533 Eh
**HOMO energy (spin up / spin down)**: -14.10 / -14.10 eV

***

2.
C26H24N3O | the ωB97M-V functional and the def2-TZVPD basis

Each line ends with the natural charge from an NBO analysis.
Element x y z (Å)
C 5.880 -1.292 3.056  -0.26
O 5.314 -0.180 3.785  -0.47
C 4.010 0.159 3.599  0.38
C 3.116 -0.536 2.745  -0.34
C 1.794 -0.138 2.694  -0.07
C 1.302 0.979 3.400  -0.20
C -0.101 1.278 3.312  0.14
C -1.066 0.285 3.442  -0.21
C -2.505 0.508 3.366  0.01
C -3.256 1.649 3.175  -0.20
C -4.655 1.528 3.202  -0.19
C -5.280 0.290 3.424  -0.19
C -4.514 -0.873 3.616  -0.21
C -3.140 -0.729 3.587  0.11
N -2.147 -1.699 3.786  -0.28
C -2.430 -3.097 4.074  -0.42
C -0.917 -1.118 3.686  0.16
C 2.237 1.708 4.198  -0.12
C 3.545 1.292 4.315  -0.26
H 6.916 -1.302 3.395  0.22
H 5.386 -2.239 3.319  0.19
H 5.837 -1.127 1.969  0.19
H 3.448 -1.397 2.168  0.24
H 1.084 -0.731 2.118  0.21
H -0.449 2.300 3.238  0.24
H -2.740 2.596 3.028  0.23
H -5.272 2.410 3.048  0.23
H -6.365 0.215 3.444  0.24
H -4.944 -1.857 3.768  0.22
H -3.516 -3.217 4.086  0.23
H -2.006 -3.754 3.303  0.23
H -2.024 -3.404 5.048  0.23
H -0.009 -1.690 3.845  0.24
H 1.883 2.566 4.774  0.23
H 4.260 1.810 4.948  0.25
C -2.756 0.732 -5.460  -0.22
C -3.499 1.018 -4.306  -0.18
C -2.845 1.272 -3.094  -0.26
C -1.449 1.375 -3.081  0.23
N -0.805 1.686 -1.869  -0.38
C -1.293 1.480 -0.588  0.18
N -0.414 1.877 0.321  -0.50
C 0.672 2.393 -0.375  -0.10
C 0.461 2.263 -1.730  -0.08
C -0.697 1.169 -4.244  -0.26
C -1.355 0.777 -5.420  -0.18
H -3.266 0.468 -6.390  0.23
H -4.590 1.039 -4.343  0.23
H -3.406 1.437 -2.174  0.22
H -2.271 1.042 -0.444  0.20
H 1.526 2.837 0.115  0.22
H 1.054 2.556 -2.581  0.23
H 0.392 1.275 -4.217  0.22
H -0.767 0.507 -6.300  0.23

**Total charge**: +1
**Total energy**: -33862.59458 eV
**Frontier orbital gap**: 0.2323 Eh
**HOMO energy**: -10.79 eV

***

3.
C26H24N4O2S2 | the ωB97M-V functional and the def2-TZVPD basis

Each line ends with the natural charge from an NBO analysis.
Element x y z (Å)
C -1.762 4.281 1.151  -0.73
C -0.963 2.889 0.921  0.69
O 0.019 2.673 1.693  -0.58
N -1.348 1.933 -0.070  -0.34
C -2.506 2.196 -0.914  -0.45
N -0.466 0.956 -0.428  -0.30
C -1.024 -0.312 0.072  0.25
C -1.842 -0.252 1.423  -0.25
C -2.499 -1.530 2.067  -0.22
C -2.362 -2.944 1.462  -0.22
C -1.508 -3.036 0.140  0.00
C -1.326 -4.506 -0.456  -0.48
C -0.490 -5.388 0.622  -0.01
C -0.478 -6.965 0.563  -0.24
C 0.293 -7.833 1.623  -0.22
C 1.118 -7.185 2.799  -0.24
C 1.120 -5.629 2.840  -0.21
C 0.349 -4.760 1.780  -0.24
C -0.899 -1.737 -0.507  -0.24
S 0.016 -2.014 -2.066  0.29
C 0.253 -0.304 -2.724  -0.18
C 0.741 -0.271 -4.191  -0.23
C 1.042 1.061 -4.914  -0.22
C 0.864 2.341 -4.064  -0.22
C 0.369 2.320 -2.564  -0.02
C 0.326 3.778 -1.917  -0.46
C 1.604 3.866 -0.903  -0.53
S 1.457 5.219 0.361  0.23
C 2.915 4.893 1.482  0.26
N 2.923 3.779 2.406  -0.25
N 4.118 3.724 3.091  -0.25
C 4.870 4.851 2.566  0.24
O 4.150 5.590 1.574  -0.42
C 0.005 0.971 -1.816  0.14
H -1.094 5.031 1.706  0.27
H -2.746 4.140 1.715  0.24
H -2.022 4.790 0.142  0.22
H -3.391 2.751 -0.415  0.23
H -2.942 1.188 -1.284  0.24
H -2.296 2.797 -1.885  0.20
H -2.016 0.695 2.024  0.24
H -3.111 -1.439 3.039  0.23
H -2.821 -3.889 1.929  0.25
H -2.346 -5.004 -0.604  0.24
H -0.739 -4.570 -1.430  0.25
H -1.041 -7.515 -0.271  0.22
H 0.283 -8.983 1.572  0.22
H 1.661 -7.799 3.593  0.23
H 1.697 -5.113 3.686  0.23
H 0.443 -3.627 1.918  0.24
H 0.904 -1.238 -4.799  0.24
H 1.393 1.165 -5.995  0.24
H 1.116 3.336 -4.592  0.23
H -0.663 4.076 -1.438  0.22
H 0.540 4.595 -2.710  0.23
H 1.644 2.857 -0.351  0.26
H 2.524 4.036 -1.574  0.23
H 5.945 5.068 2.920  0.23

**Total energy**: -59060.17498 eV
**Frontier orbital gap**: 0.2775 Eh
**SMILES string**: CC(=O)N(C)N1c2cccc(Cc3ccccc3)c2Sc2cccc(CCSc3nnco3)c21
**HOMO energy**: -7.57 eV

***

4.
C26H24N4O4OsSe2 | the ωB97M-V functional and the def2-TZVPD basis

Each line ends with the Mulliken spin population.
Element x y z (Å)
Os 0.260 0.370 -0.158  3.09
C -2.768 -1.536 -3.083  0.00
O -2.630 -2.632 -2.166  0.00
C -1.373 -3.087 -1.950  0.00
C -1.079 -4.410 -2.252  0.04
C 0.178 -4.957 -2.008  0.01
C 1.166 -4.176 -1.459  0.04
C 0.902 -2.834 -1.121  0.06
C 1.951 -2.081 -0.532  0.01
N 1.870 -0.849 -0.096  0.01
N 3.048 -0.316 0.397  0.04
C 2.890 0.937 0.673  0.03
O 1.700 1.514 0.459  0.13
C 3.951 1.771 1.222  0.00
C 3.712 3.123 1.475  0.01
C 4.721 3.911 1.999  0.00
C 5.964 3.354 2.269  0.00
C 6.203 2.008 2.017  0.00
C 5.202 1.212 1.494  0.00
C -0.380 -2.292 -1.366  0.06
O -0.691 -1.029 -1.034  0.22
H -3.811 -1.535 -3.389  0.00
H -2.137 -1.695 -3.959  0.00
H -2.529 -0.592 -2.593  0.00
H -1.870 -5.006 -2.690  0.00
H 0.375 -5.989 -2.263  0.00
H 2.153 -4.581 -1.274  0.00
H 2.928 -2.538 -0.410  -0.01
H 2.743 3.551 1.255  0.00
H 4.544 4.960 2.193  0.00
H 6.752 3.971 2.677  0.00
H 7.174 1.582 2.229  0.00
H 5.380 0.165 1.293  0.00
Se -2.629 2.411 1.240  0.00
Se -0.629 2.305 2.388  0.08
C -0.670 0.442 2.872  0.01
C -0.972 0.051 4.164  0.00
C -1.016 -1.306 4.450  0.00
C -0.771 -2.219 3.437  0.01
C -0.464 -1.749 2.176  -0.01
N -0.399 -0.440 1.906  0.15
C -2.031 2.513 -0.576  -0.01
C -2.791 3.352 -1.385  -0.01
C -2.501 3.465 -2.730  0.01
C -1.429 2.750 -3.251  -0.01
C -0.710 1.945 -2.404  0.02
N -1.004 1.809 -1.087  0.00
H -1.180 0.793 4.921  0.00
H -1.251 -1.642 5.451  0.00
H -0.811 -3.284 3.617  0.00
H -0.256 -2.427 1.358  0.02
H -3.594 3.926 -0.943  0.00
H -3.088 4.119 -3.361  0.00
H -1.147 2.818 -4.291  0.00
H 0.133 1.373 -2.769  0.00
C -4.784 0.043 -0.606  0.00
O -3.533 -0.498 -0.179  0.00
H -5.445 0.241 0.239  0.00
H -5.294 -0.621 -1.306  0.00
H -4.578 0.980 -1.125  0.00
H -3.658 -1.444 -0.055  0.00

**Total charge**: +2
**Total energy**: -174645.01574 eV
**Frontier orbital gap (spin up / spin down)**: 0.2735 / 0.1966 Eh
**Spin multiplicity**: 5
**Expectation value of S²**: 6.028
**HOMO energy (spin up / spin down)**: -13.77 / -13.82 eV